Record 1
Entry from the OMol25 dataset: the molecule C4H5NO3 in a non-equilibrium geometry (ωB97M-V with the def2-TZVPD basis set).

XYZ file:
```
13
Properties=species:S:1:pos:R:3:forces:R:3:mulliken_charge:R:1
O -0.335 2.346 -0.650 -0.677 1.050 0.216 -0.44
O -0.710 -1.677 2.086 -1.656 2.249 -2.252 -0.59
O 1.396 1.526 0.458 -0.734 -0.104 -0.643 -0.56
N -0.519 -0.914 -0.026 0.360 -0.015 -1.328 -0.10
C 0.484 1.378 -0.334 1.754 -2.181 1.205 0.51
C -1.136 -0.933 1.159 2.190 -2.802 2.791 0.09
C 0.118 0.009 -0.932 -0.473 1.046 0.123 -0.11
C 0.822 -1.228 -0.407 -0.314 -0.490 0.503 -0.34
H 0.848 -2.136 -1.035 0.441 0.740 0.254 0.22
H 1.533 -1.137 0.442 -0.215 0.109 -1.030 0.24
H -0.088 3.027 0.012 -0.272 0.168 -0.629 0.35
H -2.042 -0.374 1.137 -0.919 0.647 0.586 0.40
H -0.371 0.112 -1.910 0.515 -0.416 0.205 0.32
```
Forces are in eV/Å.

Summary:
SMILES: O=CN1C[C@@H]1C(=O)O
2S+1: 1
HOMO energy (eV): -9.89
Electronic energy (eV): -11860.17927
F_max (eV/Å): 4.52

---

Record 2
Entry from the OMol25 dataset: the molecule C2H3N3O2 in a non-equilibrium geometry (ωB97M-V with the def2-TZVPD basis set).

XYZ file:
```
10
Properties=species:S:1:pos:R:3:forces:R:3:mulliken_charge:R:1
O -0.792 0.949 -0.511 0.338 -1.324 0.248 -0.52
O 1.285 -0.190 1.618 0.232 -0.302 -0.114 -0.40
N 1.829 1.083 -1.568 -0.393 1.264 -1.356 -0.25
N -0.731 -1.354 -0.482 1.877 0.856 1.125 -0.43
N 2.314 0.813 -0.502 -1.011 -0.654 1.756 -0.14
C -0.250 -0.115 -0.245 -0.332 1.354 0.095 0.68
C 1.086 -0.057 0.467 1.705 1.684 -1.050 0.30
H -1.455 -1.250 -1.144 -0.907 -1.266 -0.910 0.27
H -0.024 -2.084 -0.305 -1.391 0.057 -0.819 0.26
H 2.352 1.878 -2.100 -0.119 -1.669 1.026 0.24
```
Forces are in eV/Å.

Summary:
SMILES: [H]/N=N/C(=O)C(N)=O
2S+1: 1
HOMO energy (eV): -8.56
Electronic energy (eV): -10685.20150
F_max (eV/Å): 2.62

---

Record 3
Entry from the OMol25 dataset: the ion C5H16NSi with charge +1 in a non-equilibrium geometry (ωB97M-V with the def2-TZVPD basis set).

XYZ file:
```
23
Properties=species:S:1:pos:R:3:forces:R:3:mulliken_charge:R:1
Si 0.290 -1.216 -1.576 -1.019 0.161 0.133 0.57
N 0.580 -0.098 1.146 -2.284 -0.521 -1.229 -0.16
C -1.071 1.388 -0.520 2.499 -3.182 -1.336 -0.72
C 0.667 -1.358 1.975 2.843 0.231 1.341 -0.67
C 1.932 0.284 0.773 1.076 0.200 -1.211 -0.99
C -2.335 1.504 -1.464 4.945 -3.129 0.274 -1.24
C -0.363 -0.309 -0.041 0.312 4.465 -2.127 -0.66
H -0.152 1.908 -0.860 -0.649 -0.296 -0.666 0.38
H 2.385 0.383 1.728 1.241 0.190 0.515 0.48
H -2.088 1.081 -2.444 0.002 0.584 0.042 0.32
H 1.641 -0.861 -1.866 0.775 0.446 -0.308 -0.13
H -1.133 -0.753 0.456 -2.551 -1.482 0.591 0.71
H 2.528 -0.454 0.075 -1.632 1.471 1.548 0.33
H -1.110 1.751 0.443 -1.307 1.073 2.296 0.48
H -2.551 2.477 -1.449 -1.163 3.801 -0.455 0.44
H 1.242 -2.133 1.350 -0.075 1.595 1.060 0.32
H -0.178 -1.971 2.208 -1.390 0.806 0.144 0.33
H -3.077 0.923 -1.093 -2.513 -1.520 1.294 0.37
H -0.604 -1.118 -2.764 0.120 0.155 0.450 -0.11
H 0.279 -2.501 -0.987 0.152 -1.582 0.017 -0.13
H 1.792 1.283 0.352 0.710 -0.218 -0.378 0.34
H 1.204 -0.966 2.969 -0.992 -1.565 -2.186 0.32
H 0.123 0.758 1.590 0.903 -1.683 0.193 0.41
```
Forces are in eV/Å.

Summary:
SMILES: CC[C@@H]([SiH3])[NH+](C)C
2S+1: 1
Charge: +1
HOMO energy (eV): -14.33
Electronic energy (eV): -14802.19813
F_max (eV/Å): 5.86

---

Record 4
Entry from the OMol25 dataset: a cluster of 3 separate species, C5H15NO2 in total in a non-equilibrium geometry (ωB97M-V with the def2-TZVPD basis set).

XYZ file:
```
23
Properties=species:S:1:pos:R:3:forces:R:3:mulliken_spin:R:1
O -3.212 -1.284 1.602 0.410 2.540 2.742 -0.02
O 6.783 -0.638 0.586 -0.731 0.351 0.227 0.79
N -1.974 0.400 -0.432 -3.197 0.224 -1.608 -0.21
C -1.762 -0.477 -1.541 0.420 -0.805 -1.574 0.82
C -1.158 2.368 0.680 -2.175 -3.296 -1.968 0.04
C 0.608 0.737 -0.227 -3.722 -1.379 -1.373 0.66
C -0.995 1.160 0.049 3.930 2.869 0.867 -0.15
C 0.931 -0.744 0.163 -1.606 1.236 0.830 1.31
H 6.773 -1.489 0.132 -0.232 0.028 -0.006 -0.24
H -1.292 -1.367 -1.139 -0.263 -0.552 -0.602 -0.03
H 0.803 0.884 -1.345 -0.072 0.230 1.615 -0.29
H 0.899 -0.725 1.248 -0.183 -0.397 0.400 0.21
H -1.145 -0.196 -2.487 -0.838 0.278 1.734 -0.09
H 0.209 -1.529 -0.177 1.019 0.753 0.078 -0.10
H -2.416 -0.970 1.178 0.017 -0.468 -0.983 0.02
H 5.825 -0.404 0.713 0.916 -0.374 -0.243 -0.19
H -2.136 2.807 0.767 -0.191 0.190 0.234 -0.02
H -2.961 0.796 -0.607 2.347 -0.034 1.285 0.01
H -3.698 -1.986 1.279 -0.598 -2.107 -1.699 -0.07
H -2.789 -0.641 -1.868 0.267 -0.832 -0.451 -0.24
H 1.949 -0.925 -0.042 1.172 -0.618 -0.676 -0.86
H -0.319 2.809 1.021 2.349 1.720 1.206 -0.04
H 1.076 1.415 0.446 0.958 0.444 -0.036 -0.31
```
Forces are in eV/Å.

Summary:
2S+1: 2
Charge: -1
HOMO energy (spin up / spin down) (eV): 1.01 / -5.09
Electronic energy (eV): -11010.06762
<S²>: 0.7505
F_max (eV/Å): 4.94

---

Record 5
Entry from the OMol25 dataset: a structure of composition C14H11CeCl2FN3O7 in a non-equilibrium geometry (ωB97M-V with the def2-TZVPD basis set).

XYZ file:
```
39
Properties=species:S:1:pos:R:3:forces:R:3:mulliken_charge:R:1
Ce -0.515 -0.410 -0.144 0.478 0.510 -1.518 1.11
Cl -1.293 0.236 -3.026 0.053 -0.030 -0.212 -0.08
Cl 0.625 -1.873 -2.476 0.089 -0.092 -0.282 -0.05
F 0.964 0.713 -0.973 -0.130 -0.108 0.296 -0.46
O -2.266 -2.137 -1.026 -0.237 -0.168 0.107 -0.45
O -3.339 -3.999 -1.074 0.024 -0.152 -0.131 -0.52
O 0.476 -0.422 1.979 -0.036 -0.227 0.409 -0.55
O -1.670 -0.134 1.845 0.039 -0.191 0.307 -0.53
O -0.077 -2.464 0.366 -0.899 0.156 0.586 -0.60
O -4.440 -5.262 3.718 0.062 -0.038 0.087 -0.58
O -3.482 -4.090 5.263 0.010 -0.129 -0.023 -0.58
N -1.811 1.681 -0.256 -0.051 0.132 0.020 -0.03
N -3.633 -4.454 4.119 0.066 0.367 -0.279 1.00
N -2.595 -3.246 -0.533 0.139 0.078 0.418 0.95
C -3.036 4.160 0.084 -0.022 0.028 0.019 1.04
C -1.088 2.766 0.046 -0.111 0.052 -0.024 -0.19
C -1.660 4.008 0.222 0.000 0.019 0.005 -0.86
C -3.777 3.018 -0.225 -0.066 0.001 0.005 -0.83
C -2.762 -3.813 3.094 -0.204 -0.257 0.218 -0.31
C -1.025 -2.807 1.253 0.902 0.207 -0.344 0.52
C -1.893 -2.800 3.495 -0.054 0.236 -0.048 -0.51
C 0.245 -0.509 -3.548 -0.062 -0.065 0.020 -0.28
C -3.141 1.809 -0.378 0.080 0.028 -0.026 -0.16
C -2.154 -3.498 0.853 -0.346 -0.180 -0.528 -0.06
C -3.010 -4.093 1.765 0.080 0.063 0.057 -0.46
C -0.675 -0.804 2.300 0.135 0.006 0.744 1.15
C -1.051 -2.247 2.553 0.000 -0.242 0.164 0.12
C -3.706 5.487 0.263 -0.001 0.008 -0.008 -1.43
H -0.018 2.632 0.147 0.019 -0.003 -0.024 0.45
H -4.852 3.071 -0.339 0.007 0.012 0.003 0.43
H -4.272 5.749 -0.632 0.008 0.006 0.000 0.36
H -3.705 0.912 -0.607 0.024 -0.027 -0.003 0.51
H -2.985 6.275 0.463 0.000 0.003 -0.009 0.35
H -1.964 -2.415 4.503 0.006 -0.018 -0.004 0.54
H -3.855 -4.696 1.461 -0.002 0.011 0.016 0.59
H 0.122 -0.884 -4.556 -0.014 0.015 -0.020 0.38
H -4.414 5.449 1.092 0.010 -0.027 0.000 0.34
H 1.026 0.234 -3.454 0.014 0.016 0.005 0.30
H -1.030 4.853 0.464 -0.011 0.002 0.000 0.38
```
Forces are in eV/Å.

Summary:
2S+1: 1
Charge: +1
HOMO energy (eV): -12.80
Electronic energy (eV): -74180.84167
F_max (eV/Å): 1.67

---

Record 6
Entry from the OMol25 dataset: a cluster of 2 separate species, C13H18BCl3O2 in total in a non-equilibrium geometry (ωB97M-V with the def2-TZVPD basis set).

XYZ file:
```
37
Properties=species:S:1:pos:R:3:forces:R:3:mulliken_charge:R:1
Cl 2.629 0.097 3.784 -0.049 0.136 0.139 -0.29
Cl 3.597 -2.343 2.269 -0.456 0.083 0.001 -0.32
Cl 2.479 0.032 0.743 0.062 0.151 -0.174 -0.15
O 1.013 -1.520 2.363 -3.905 2.366 -0.048 -0.43
O 1.422 1.680 -2.270 -0.418 -0.338 0.113 -0.35
C 3.176 3.350 -2.520 -0.459 0.155 0.122 -1.30
C -2.213 0.247 2.337 0.776 -0.131 0.002 -0.27
C -3.059 -2.403 2.381 -0.241 -0.255 -0.002 -0.70
C -1.719 -2.123 2.361 0.404 0.122 -0.007 -0.29
C 2.796 1.889 -2.599 0.359 -0.489 -0.090 -0.07
C -0.397 -1.601 -2.080 0.078 -0.564 -0.057 -1.54
C -0.152 -0.135 -2.029 1.054 1.112 -0.234 1.06
C 0.110 -0.542 2.331 2.368 -2.236 0.086 -0.33
C -1.251 0.803 -1.684 -0.474 0.298 0.130 -1.18
C -3.551 -0.050 2.360 -0.423 0.113 0.007 -0.73
C 1.072 0.346 -2.293 -0.602 -0.057 0.052 -0.55
C -1.262 -0.793 2.340 -1.313 -0.782 0.028 0.45
C -3.983 -1.369 2.383 0.225 0.075 -0.007 -0.29
B 2.356 -0.971 2.296 2.557 0.073 -0.057 0.60
H -1.409 1.523 -2.489 -0.055 0.105 0.051 0.32
H -1.435 -1.852 -1.862 0.007 0.068 -0.014 0.38
H -1.878 1.270 2.323 0.070 0.248 -0.019 0.44
H -0.988 -2.912 2.362 0.126 -0.195 -0.004 0.52
H 1.862 -0.343 -2.543 0.360 -0.068 -0.055 0.45
H -1.006 1.372 -0.786 -0.019 0.148 0.063 0.19
H 2.558 3.944 -3.194 -0.015 -0.009 -0.069 0.32
H 3.401 1.286 -1.910 0.052 0.147 -0.059 0.28
H -3.392 -3.428 2.397 -0.056 -0.123 0.002 0.42
H 3.015 3.736 -1.514 0.018 -0.043 0.069 0.29
H 4.221 3.526 -2.783 -0.060 -0.255 -0.010 0.39
H 2.960 1.492 -3.609 0.087 0.116 0.020 0.32
H 0.228 -2.123 -1.355 0.016 -0.160 0.039 0.28
H 0.474 0.473 2.298 0.162 0.219 0.009 0.53
H -0.163 -1.998 -3.068 -0.037 -0.165 0.009 0.36
H -5.037 -1.593 2.403 -0.165 0.006 -0.002 0.42
H -4.276 0.746 2.365 -0.093 0.148 -0.012 0.41
H -2.197 0.287 -1.506 0.059 -0.017 -0.024 0.38
```
Forces are in eV/Å.

Summary:
2S+1: 1
HOMO energy (eV): -7.90
Electronic energy (eV): -56113.98716
F_max (eV/Å): 4.57

---

Record 7
Entry from the OMol25 dataset: a cluster of 2 separate species, CH3PS4 in total in a non-equilibrium geometry (ωB97M-V with the def2-TZVPD basis set).

XYZ file:
```
9
Properties=species:S:1:pos:R:3:forces:R:3:mulliken_charge:R:1
S 0.447 2.007 -0.313 -0.449 -0.143 -0.306 -0.07
S 0.501 -2.499 0.551 -0.075 0.640 1.356 -0.18
S 1.245 1.382 1.494 0.222 -0.115 0.415 -0.06
S 0.486 -1.888 -1.305 -0.920 -1.095 -1.159 -0.16
P -0.454 0.181 1.756 0.114 -0.349 -2.159 0.19
C -0.834 0.742 -0.089 0.088 -0.331 2.585 -0.45
H -1.873 0.998 -0.117 -0.507 0.899 -0.213 0.38
H -0.738 -0.105 -0.738 0.368 -0.504 -0.556 0.13
H 1.220 -0.818 -1.239 1.160 0.997 0.038 0.21
```
Forces are in eV/Å.

Summary:
2S+1: 1
HOMO energy (spin up / spin down) (eV): -7.67 / -8.31
Electronic energy (eV): -53713.58451
F_max (eV/Å): 2.61

---

Record 8
Entry from the OMol25 dataset: a cluster of 2 separate species, BrH4N2OP in total in a non-equilibrium geometry (ωB97M-V with the def2-TZVPD basis set).

XYZ file:
```
9
Properties=species:S:1:pos:R:3:forces:R:3:mulliken_charge:R:1
Br -2.704 -4.067 0.923 0.996 0.826 1.396 -0.22
P 0.336 0.692 -0.381 -0.811 -3.040 4.371 0.82
O -0.133 -0.490 0.420 0.865 2.037 -0.971 -0.57
N 0.340 0.971 -1.840 0.095 -1.027 -3.659 -0.62
N 1.026 1.959 0.437 -2.113 -1.849 -1.027 -0.48
H 1.525 1.786 1.283 0.447 0.274 0.136 0.27
H -1.908 -3.399 2.017 -0.987 -0.805 -1.423 0.21
H 0.190 0.127 -2.476 -0.062 1.825 1.219 0.28
H 1.328 2.421 -0.382 1.570 1.758 -0.041 0.30
```
Forces are in eV/Å.

Summary:
2S+1: 1
HOMO energy (eV): -10.67
Electronic energy (eV): -84424.14096
F_max (eV/Å): 5.39